1.
{"formula": "C17H21N3O3", "method": "wB97M-V/def2-TZVPD", "species": ["C", "O", "C", "C", "N", "C", "O", "C", "C", "N", "N", "C", "C", "C", "C", "C", "C", "C", "C", "C", "C", "C", "O", "H", "H", "H", "H", "H", "H", "H", "H", "H", "H", "H", "H", "H", "H", "H", "H", "H", "H", "H", "H", "H"], "xyz": [[3.2869, 0.9268, 1.1508], [2.2701, 0.4165, 0.3112], [1.8589, 1.2833, -0.7146], [1.0448, 2.4925, -0.2145], [0.0144, 2.0755, 0.7046], [0.1721, 2.2267, 2.0400], [1.0354, 2.9225, 2.5340], [-0.8418, 1.4633, 2.8807], [-0.1999, 0.1888, 3.4257], [0.1960, -0.7370, 2.3763], [-0.4756, -0.6815, 1.2495], [-0.1661, -1.4605, 0.2492], [-0.9416, -1.2800, -0.9808], [-2.2258, -0.7364, -0.9230], [-2.9585, -0.5349, -2.0739], [-2.4359, -0.8636, -3.3209], [-3.2474, -0.6641, -4.5629], [-1.1542, -1.3960, -3.3783], [-0.4149, -1.6034, -2.2293], [0.8860, -2.4131, 0.3722], [1.5744, -2.4751, 1.5324], [1.2632, -1.5929, 2.6353], [1.8315, -1.5655, 3.7127], [3.5605, 0.1131, 1.8197], [2.9397, 1.7763, 1.7454], [4.1610, 1.2280, 0.5622], [2.7237, 1.6459, -1.2900], [1.2305, 0.6684, -1.3667], [0.5980, 2.9988, -1.0747], [1.6836, 3.1951, 0.3251], [-0.6016, 1.3395, 0.3863], [-1.1193, 2.0858, 3.7315], [-1.7292, 1.2221, 2.2978], [0.7065, 0.4251, 3.9910], [-0.8971, -0.3229, 4.0992], [-2.6433, -0.4873, 0.0407], [-3.9536, -0.1185, -2.0091], [-3.9590, -1.4826, -4.6768], [-3.8134, 0.2636, -4.5100], [-2.6125, -0.6421, -5.4451], [-0.7263, -1.6500, -4.3377], [0.5874, -1.9966, -2.3094], [1.1100, -3.0805, -0.4455], [2.3822, -3.1731, 1.6898]], "forces_ev_per_angstrom": [[0.057, 0.066, 0.058], [-0.050, -0.042, -0.053], [-0.173, 0.178, -0.010], [0.334, -0.140, -0.001], [-0.073, 0.105, -0.422], [-0.634, -0.095, -0.067], [0.307, 0.145, 0.336], [0.256, -0.152, -0.011], [-0.155, 0.328, 0.470], [0.401, -0.279, 0.101], [-0.390, -0.275, -0.804], [0.117, 0.163, 0.704], [-0.274, 0.078, -0.370], [0.087, -0.084, 0.034], [0.072, 0.004, -0.078], [0.082, 0.015, 0.018], [-0.046, -0.057, 0.002], [-0.117, 0.024, -0.057], [-0.020, 0.013, 0.257], [0.212, -0.011, 0.482], [-0.095, -0.088, -0.353], [-0.094, 0.020, -0.123], [0.186, -0.087, 0.175], [0.082, 0.041, 0.046], [0.020, -0.028, -0.021], [0.029, -0.021, 0.001], [-0.074, -0.037, -0.017], [0.064, 0.099, -0.051], [0.105, 0.025, 0.028], [-0.096, -0.019, -0.141], [0.016, 0.094, 0.202], [0.025, -0.009, -0.057], [-0.030, 0.061, 0.068], [-0.216, -0.050, -0.069], [0.128, 0.059, -0.006], [-0.056, 0.012, 0.081], [-0.105, 0.046, 0.013], [-0.063, -0.012, -0.081], [-0.044, 0.051, -0.062], [-0.008, 0.020, -0.084], [0.038, -0.006, -0.099], [0.112, -0.048, -0.008], [0.041, -0.058, -0.057], [0.041, -0.049, 0.026]], "molar_mass_g_mol": 315.37, "e_tot_ha": -1050.395127, "fmax_ev_per_a": 0.93, "orbital_gap_ev": 8.483, "relative_energy_kcal_mol": 63.5}

2.
{"formula": "C3H6N2O", "method": "wB97M-V/def2-TZVPD", "species": ["H", "N", "C", "C", "O", "N", "C", "H", "H", "H", "H", "H"], "xyz": [[-0.4956, -1.5604, -1.1826], [-1.2340, -0.9651, -0.8034], [-0.7567, 0.0541, -0.1941], [-1.7627, 1.0136, 0.3856], [-1.4394, 2.0255, 0.9634], [0.5347, 0.4176, 0.0385], [1.6122, -0.5423, -0.0141], [-2.8118, 0.6955, 0.2541], [0.6344, 1.2393, 0.6182], [1.3590, -1.4538, 0.5461], [2.5035, -0.0980, 0.4326], [1.8564, -0.8260, -1.0445]], "forces_ev_per_angstrom": [[-0.086, 0.010, 0.082], [0.247, 0.160, 0.113], [0.091, -0.026, -0.026], [0.004, 0.379, 0.202], [-0.172, -0.468, -0.256], [-0.200, -0.041, 0.060], [0.146, -0.089, -0.048], [0.093, 0.087, -0.032], [-0.011, -0.114, -0.030], [0.047, 0.122, -0.102], [-0.114, -0.072, -0.089], [-0.046, 0.053, 0.127]], "molar_mass_g_mol": 86.09, "e_tot_ha": -302.647254, "fmax_ev_per_a": 0.56, "orbital_gap_ev": 9.802, "relative_energy_kcal_mol": 28.8}

3.
{"formula": "C7H12BFN3O2", "method": "wB97M-V/def2-TZVPD", "species": ["C", "N", "C", "B", "O", "C", "C", "N", "C", "N", "C", "C", "O", "F", "H", "H", "H", "H", "H", "H", "H", "H", "H", "H", "H", "H"], "xyz": [[3.1809, -0.2851, 0.7434], [1.8286, 0.0314, 1.2406], [1.5833, 1.4687, 1.4209], [0.7729, -0.7203, 0.6388], [0.4374, -1.9969, 1.0384], [-0.1061, -0.1517, -0.5585], [0.3661, 0.5910, -1.5876], [-0.6788, 0.8556, -2.4345], [-1.7792, 0.3113, -1.9430], [-1.4588, -0.3061, -0.8193], [-2.3699, -1.0436, 0.0528], [-3.4903, -0.2168, 0.6399], [-4.0187, -0.4244, 1.6697], [-3.8678, 0.7862, -0.1957], [3.2115, -1.2908, 0.3319], [3.9029, -0.2501, 1.5547], [3.4985, 0.4218, -0.0219], [1.2703, 1.6756, 2.4398], [2.4899, 2.0389, 1.2385], [0.8155, 1.8589, 0.7533], [1.0674, -2.6969, 0.8429], [1.3654, 0.9427, -1.7554], [-0.6320, 1.3920, -3.2858], [-2.7639, 0.3559, -2.3653], [-2.8206, -1.8644, -0.5025], [-1.8048, -1.4832, 0.8639]], "forces_ev_per_angstrom": [[0.009, -0.244, 0.816], [-0.356, 0.474, -1.390], [0.244, 0.014, 0.143], [0.034, -0.359, 0.741], [0.096, -0.116, -0.907], [-0.027, 0.579, 0.436], [0.288, 0.068, -0.025], [0.140, 0.134, -0.183], [-0.243, -0.178, -0.047], [-0.139, -0.360, 0.413], [-0.204, 0.002, -0.159], [-0.160, -0.005, 0.379], [0.115, 0.213, -0.475], [0.016, -0.171, 0.220], [0.019, -0.117, -0.079], [0.136, 0.038, 0.071], [-0.035, 0.044, -0.161], [-0.030, 0.005, 0.141], [0.128, 0.038, -0.023], [-0.098, -0.009, -0.036], [0.061, -0.171, 0.493], [0.063, 0.117, -0.144], [-0.019, 0.025, -0.083], [-0.093, 0.063, -0.130], [-0.070, -0.059, -0.073], [0.126, -0.023, 0.061]], "molar_mass_g_mol": 200.00, "total_charge": 1, "e_tot_ha": -713.240843, "fmax_ev_per_a": 1.51, "orbital_gap_ev": 9.158}

4.
{"formula": "C5H7NO", "method": "wB97M-V/def2-TZVPD", "species": ["O", "C", "C", "C", "C", "C", "N", "H", "H", "H", "H", "H", "H", "H"], "xyz": [[-1.1594, -1.9968, 0.3833], [-0.6918, -0.9150, 0.6409], [0.3459, -0.2792, -0.2492], [0.2522, 1.1405, -0.7385], [-0.3552, 2.0177, 0.3241], [0.5401, 1.5450, 1.1883], [1.2898, 0.7335, 0.2374], [-0.2000, -3.3512, -1.2826], [-1.0153, -0.3830, 1.5562], [0.8314, -0.9732, -0.9270], [0.5339, 1.4386, -1.7461], [0.0177, -3.3233, -1.9948], [-1.1280, 2.7691, 0.3590], [0.7387, 1.5773, 2.2491]], "forces_ev_per_angstrom": [[0.073, 0.220, 0.061], [-0.055, -0.224, -0.070], [-0.136, -0.320, -0.134], [-0.055, 0.138, -0.271], [0.156, 0.322, 0.178], [0.063, 0.387, 0.307], [0.201, -0.066, 0.231], [0.027, 0.021, -0.166], [0.170, 0.035, -0.259], [-0.227, -0.083, -0.026], [-0.101, -0.238, 0.175], [0.028, -0.097, 0.031], [-0.128, -0.195, -0.067], [-0.018, 0.098, 0.010]], "molar_mass_g_mol": 97.12, "e_tot_ha": -324.546464, "fmax_ev_per_a": 0.50, "orbital_gap_ev": 10.160, "relative_energy_kcal_mol": 111.7}

5.
{"formula": "C38H38F5N2O5SSeSn", "method": "wB97M-V/def2-TZVPD", "species": ["Sn", "C", "C", "C", "C", "C", "C", "C", "C", "C", "C", "C", "C", "H", "H", "H", "H", "H", "H", "H", "H", "H", "H", "H", "H", "H", "H", "H", "H", "H", "H", "C", "C", "N", "C", "C", "C", "S", "N", "C", "O", "C", "C", "C", "C", "C", "C", "H", "H", "H", "H", "H", "H", "H", "H", "H", "H", "H", "H", "H", "H", "H", "F", "C", "C", "F", "C", "F", "C", "Se", "C", "F", "C", "F", "O", "C", "O", "C", "C", "C", "C", "O", "C", "O", "C", "C", "H", "H", "H", "H", "H"], "xyz": [[0.8163, -0.0276, 1.5548], [2.1870, 1.6952, 4.7056], [2.5539, 1.7990, 3.2360], [1.9757, 2.8022, 2.4470], [0.8772, 3.6761, 3.0213], [2.4253, 2.9954, 1.1310], [2.0428, 4.2358, 0.3523], [3.3581, 2.1099, 0.5738], [3.7993, 2.2894, -0.8595], [3.9272, 1.0988, 1.3559], [5.0659, 0.2804, 0.7825], [3.5064, 0.9268, 2.6843], [4.0571, -0.2137, 3.5201], [1.3264, 1.0361, 4.8702], [1.9307, 2.6708, 5.1114], [3.0186, 1.3085, 5.2904], [1.2818, 4.5575, 3.5300], [0.2747, 3.1208, 3.7406], [0.2022, 4.0224, 2.2384], [2.9366, 4.6711, -0.1002], [1.6014, 4.9936, 0.9949], [1.3407, 4.0271, -0.4562], [3.0219, 2.7651, -1.4562], [4.0335, 1.3314, -1.3222], [4.6960, 2.9176, -0.9226], [5.7334, 0.9198, 0.2029], [4.7074, -0.5059, 0.1088], [5.6632, -0.1831, 1.5632], [4.9585, 0.0817, 4.0677], [4.3131, -1.0702, 2.8989], [3.3268, -0.5522, 4.2534], [-3.8757, -1.4157, -3.1350], [-3.4752, -1.7912, -1.7054], [-2.1748, -2.4997, -1.5872], [-2.2211, -3.9778, -1.5033], [-2.2956, -4.6325, -2.8800], [-0.9911, -1.8881, -1.5858], [-1.0565, -0.1055, -1.5926], [0.1139, -2.6165, -1.5680], [1.2563, -2.3375, -0.9390], [1.4251, -1.3471, -0.1726], [2.3870, -3.2839, -1.1324], [3.5475, -3.1198, -0.3785], [4.6128, -3.9917, -0.5349], [4.5220, -5.0369, -1.4455], [3.3661, -5.2086, -2.1988], [2.3007, -4.3359, -2.0443], [-4.8389, -0.8974, -3.1132], [-3.9823, -2.3069, -3.7561], [-3.1463, -0.7575, -3.6007], [-4.2228, -2.4689, -1.3036], [-3.4594, -0.9185, -1.0535], [-3.0876, -4.2397, -0.9005], [-1.3326, -4.3086, -0.9859], [-3.2640, -4.4671, -3.3568], [-2.1435, -5.7113, -2.7843], [-1.5117, -4.2329, -3.5309], [3.5957, -2.3114, 0.3377], [5.5170, -3.8571, 0.0485], [5.3540, -5.7221, -1.5689], [3.2966, -6.0263, -2.9069], [1.3943, -4.4567, -2.6251], [-1.8509, 5.0644, -5.1320], [-1.2198, 4.0894, -4.5184], [-0.5281, 3.1482, -5.2540], [-0.5139, 3.2277, -6.5760], [0.1337, 2.1253, -4.6087], [0.7892, 1.2380, -5.3412], [0.1135, 2.0172, -3.2273], [0.9404, 0.5523, -2.3032], [-0.6072, 2.9713, -2.5123], [-0.7137, 2.8980, -1.1825], [-1.2646, 4.0027, -3.1404], [-1.9416, 4.8981, -2.4344], [-0.9043, 0.0671, 3.2402], [-1.6962, -0.3101, 2.3387], [-1.2449, -0.9420, 1.3174], [-3.1498, 0.0567, 2.3461], [-3.5974, 0.8746, 1.3136], [-4.9421, 1.2513, 1.2192], [-5.7876, 0.7496, 2.1752], [-7.1323, 0.9371, 2.2911], [-7.5596, 0.1619, 3.4210], [-6.3818, -0.3972, 4.0143], [-5.3376, -0.0544, 3.2075], [-4.0238, -0.4137, 3.3323], [-2.8828, 1.2368, 0.5820], [-5.3081, 1.9053, 0.4341], [-8.2198, -0.6346, 3.0911], [-8.0654, 0.8008, 4.1388], [-3.6725, -1.0310, 4.1523]], "forces_ev_per_angstrom": [[-0.353, 0.028, -0.456], [-0.037, -0.099, -0.198], [0.068, 0.098, 0.308], [-0.063, 0.092, 0.079], [0.081, -0.065, -0.067], [-0.041, 0.072, -0.017], [-0.012, -0.112, 0.043], [0.012, -0.046, -0.057], [0.029, 0.051, 0.084], [0.098, -0.048, -0.011], [-0.172, 0.029, -0.017], [0.039, -0.137, 0.104], [0.000, 0.151, -0.042], [0.030, 0.044, 0.012], [0.001, -0.007, -0.004], [-0.015, 0.014, -0.007], [-0.039, -0.061, -0.026], [0.039, 0.041, -0.024], [0.047, 0.004, 0.047], [-0.065, -0.019, 0.025], [0.005, -0.034, -0.037], [-0.033, -0.012, 0.005], [0.042, 0.009, 0.025], [0.028, 0.014, 0.004], [-0.070, -0.062, -0.015], [-0.034, -0.041, 0.023], [0.068, 0.087, 0.041], [-0.018, -0.012, -0.023], [-0.062, -0.033, -0.040], [0.026, -0.004, 0.014], [0.024, 0.002, 0.010], [0.073, -0.133, 0.132], [0.265, -0.009, -0.255], [0.070, 0.132, -0.121], [-0.023, 0.123, -0.230], [0.060, 0.060, -0.024], [-0.114, -0.080, 0.242], [-0.140, -0.285, -0.061], [0.219, -0.066, -0.073], [-0.623, -0.299, -0.514], [0.142, 0.174, 0.518], [-0.043, 0.000, -0.045], [-0.043, -0.034, 0.010], [0.026, 0.023, 0.012], [0.014, -0.031, -0.036], [-0.012, 0.000, -0.019], [-0.060, 0.038, -0.017], [0.117, -0.071, 0.023], [0.001, 0.093, 0.041], [0.060, 0.047, -0.008], [0.019, -0.037, 0.159], [0.018, 0.035, 0.056], [-0.040, 0.040, 0.062], [0.121, -0.016, 0.132], [0.087, -0.019, 0.025], [-0.057, 0.133, 0.002], [-0.087, -0.075, 0.083], [0.027, -0.011, -0.009], [-0.087, -0.018, -0.024], [-0.077, 0.067, 0.014], [0.006, 0.070, 0.050], [0.059, -0.009, 0.041], [-0.190, 0.309, -0.193], [-0.006, -0.044, 0.016], [0.014, 0.037, -0.199], [0.029, 0.030, -0.113], [0.085, -0.082, 0.224], [0.100, -0.171, -0.117], [-0.088, -0.061, 0.192], [-0.122, 0.231, 0.021], [0.194, -0.177, -0.100], [0.084, -0.099, 0.161], [-0.029, 0.073, 0.042], [-0.070, 0.079, 0.030], [-0.029, -0.046, -0.135], [-0.281, 0.040, 0.218], [0.417, 0.268, 0.066], [0.136, 0.021, -0.247], [0.008, -0.106, 0.038], [0.024, 0.089, -0.116], [-0.213, 0.037, -0.022], [-0.047, 0.010, 0.061], [0.355, 0.097, -0.100], [-0.042, -0.001, 0.032], [-0.172, -0.100, 0.098], [0.301, -0.112, 0.263], [-0.071, -0.029, -0.020], [0.084, -0.098, 0.099], [-0.035, -0.173, -0.127], [0.041, 0.140, 0.072], [-0.076, 0.055, -0.091]], "molar_mass_g_mol": 927.46, "total_charge": 1, "e_tot_ha": -5469.618876, "fmax_ev_per_a": 0.86, "orbital_gap_ev": 6.691, "relative_energy_kcal_mol": 35.1}

6.
{"formula": "C3H9N4", "method": "wB97M-V/def2-TZVPD", "species": ["C", "C", "C", "N", "N", "N", "N", "H", "H", "H", "H", "H", "H", "H", "H", "H"], "xyz": [[-1.5398, -0.5181, -0.2707], [0.3607, -1.0998, -1.0218], [0.4581, 0.1429, -0.4330], [-0.9740, -1.5375, -0.8205], [-0.7690, 0.5571, -0.0066], [1.4505, -1.5612, -1.7613], [0.0444, 1.8994, 1.8373], [-2.5632, -0.4281, 0.1116], [0.9457, 1.5814, 2.1029], [1.2115, 0.9168, -0.5036], [-1.4173, -2.4685, -1.0105], [0.0505, 2.7914, 1.4542], [2.1228, -0.7650, -1.6097], [1.9408, -2.4086, -1.6129], [-0.6679, 1.1698, 0.9565], [-0.6539, 1.7280, 2.5880]], "forces_ev_per_angstrom": [[-3.739, 3.713, 3.201], [1.431, 0.539, 0.723], [-0.014, -0.015, -1.062], [2.366, -1.487, -1.647], [-1.318, -3.735, -1.444], [0.137, 2.199, -0.174], [-1.849, -1.717, 1.978], [0.328, -0.844, -0.484], [0.764, -0.221, 0.327], [0.473, -0.617, 0.031], [0.741, 1.469, 0.094], [-0.047, 2.133, -0.225], [-0.538, -1.549, -0.817], [-0.153, -1.129, 0.504], [0.376, 0.297, -0.734], [1.043, 0.964, -0.269]], "molar_mass_g_mol": 101.13, "total_charge": 1, "e_tot_ha": -338.467395, "fmax_ev_per_a": 6.17, "orbital_gap_ev": 9.543, "relative_energy_kcal_mol": 33.5}